Record 1
{
  "formula": "C15H15N3O3S2",
  "method": "wB97M-V/def2-TZVPD",
  "charge": 0,
  "gap_ha": 0.30317,
  "relative_energy_ev": 0.916,
  "total_energy_ha": -1766.9824,
  "species": ["C", "C", "C", "C", "C", "N", "S", "O", "O", "C", "C", "C", "N", "C", "S", "C", "C", "N", "C", "O", "C", "C", "C", "H", "H", "H", "H", "H", "H", "H", "H", "H", "H", "H", "H", "H", "H", "H"],
  "coordinates": [[1.342456, -1.699705, -4.364831], [0.463658, -0.894949, -3.455480], [-0.468709, -1.521919, -2.640980], [-1.297441, -0.804740, -1.797916], [-1.197522, 0.580418, -1.755785], [-2.024814, 1.323372, -0.909075], [-2.413099, 0.708313, 0.589823], [-2.782401, 1.814158, 1.414530], [-3.369801, -0.344478, 0.422482], [-0.858590, 0.025188, 1.198535], [-0.695096, -1.194047, 1.812377], [-1.799032, -2.144974, 2.098044], [0.522926, -1.608899, 2.231596], [1.528411, -0.813104, 2.062027], [3.154390, -1.180159, 2.541963], [3.677536, 0.373795, 1.955766], [2.664513, 1.083855, 1.441004], [1.460743, 0.421910, 1.496907], [0.223884, 0.936333, 1.017640], [0.198588, 2.041158, 0.518865], [-0.263628, 1.217698, -2.565416], [0.561146, 0.499601, -3.416736], [1.550123, 1.218812, -4.283181], [2.394780, -1.534509, -4.134304], [1.128997, -2.760557, -4.263971], [1.183581, -1.412706, -5.403838], [-0.554317, -2.598815, -2.667438], [-2.030827, -1.302967, -1.186409], [-1.766348, 2.297284, -0.832865], [-2.630256, -1.993471, 1.417788], [-1.418807, -3.161799, 2.047993], [-2.156057, -1.970470, 3.112961], [4.706687, 0.656633, 2.034508], [2.684249, 2.067647, 1.009597], [-0.183123, 2.294282, -2.521439], [1.505642, 2.290685, -4.110670], [1.343119, 1.028180, -5.335697], [2.563739, 0.875040, -4.079143]],
  "atomic_forces_ev_per_a": [[0.0, 0.1, 0.0], [-0.1, -0.1, 0.1], [0.1, 0.1, 0.0], [0.0, 0.1, -0.1], [0.3, -0.6, -0.5], [-0.5, 0.1, 0.7], [0.0, 0.1, 0.2], [0.2, 0.3, -0.1], [0.2, -0.1, -0.2], [-0.8, 0.4, -0.4], [0.1, 0.0, -0.1], [-0.2, -0.1, -0.1], [0.0, -0.4, 0.3], [0.0, 0.0, 0.0], [-0.1, 0.2, -0.1], [-0.3, -0.1, 0.0], [0.7, 0.3, 0.0], [-0.4, -0.5, 0.1], [0.4, 0.2, 0.0], [0.2, 0.3, 0.0], [-0.1, 0.0, 0.1], [-0.1, 0.0, 0.1], [0.0, 0.0, 0.0], [0.1, 0.0, -0.1], [0.0, -0.1, 0.0], [0.1, 0.0, -0.1], [0.0, -0.1, 0.0], [-0.1, -0.1, 0.0], [0.1, 0.0, 0.2], [0.0, -0.2, 0.1], [0.0, 0.0, 0.0], [0.0, 0.0, 0.1], [0.2, 0.1, 0.0], [0.0, 0.1, 0.0], [0.1, 0.2, 0.0], [0.0, 0.1, 0.0], [0.1, 0.0, -0.1], [0.1, 0.0, 0.0]],
  "mulliken_charge": [-1.559, 1.134, -1.086, -0.480, 0.065, -0.355, 1.353, -0.739, -0.713, -0.081, 0.863, -1.357, -0.551, 0.413, -0.155, -0.260, -0.577, 0.128, 0.235, -0.649, -0.665, 0.920, -1.714, 0.317, 0.381, 0.328, 0.327, 0.782, 0.348, 0.447, 0.385, 0.301, 0.488, 0.395, 0.263, 0.380, 0.353, 0.337]
}



Record 2
{
  "formula": "C3H7N3",
  "method": "wB97M-V/def2-TZVPD",
  "charge": 0,
  "gap_ha": 0.36225,
  "relative_energy_ev": 2.275,
  "total_energy_ha": -282.6907,
  "species": ["H", "N", "C", "C", "N", "N", "C", "H", "H", "H", "H", "H", "H"],
  "coordinates": [[0.443218, 2.115956, -0.629324], [1.103956, 1.456255, -1.055874], [0.965955, 0.338608, -0.437157], [1.790499, -0.865452, -0.765137], [-0.037245, 0.212621, 0.534031], [-1.027443, -0.422234, 0.087295], [-2.073606, 0.111843, 1.045201], [1.187121, -1.584768, -1.325933], [2.648082, -0.585066, -1.379832], [2.111560, -1.354553, 0.158261], [-2.201276, 1.199657, 1.048073], [-2.989801, -0.353639, 0.663102], [-1.921021, -0.269228, 2.057293]],
  "atomic_forces_ev_per_a": [[0.1, 0.1, -0.3], [-0.3, -1.1, 1.3], [1.7, 0.4, -1.9], [0.1, 0.0, 0.0], [-0.3, -0.3, -1.2], [0.4, 3.1, 2.7], [-2.0, -2.3, -0.7], [-0.1, 0.1, 0.1], [-0.1, 0.0, 0.2], [0.1, 0.0, -0.1], [0.5, -0.4, -0.3], [-0.3, 0.3, 0.4], [0.2, 0.1, -0.1]],
  "mulliken_charge": [0.251, -0.571, 0.657, -1.036, -0.177, -0.276, -0.606, 0.283, 0.327, 0.313, 0.278, 0.295, 0.261]
}



Record 3
{
  "formula": "C16H16CeCl3F5OS",
  "method": "wB97M-V/def2-TZVPD",
  "charge": -2,
  "gap_ha": [0.14757, 0.21066],
  "total_energy_ha": -3447.8787,
  "species": ["C", "C", "C", "C", "C", "C", "C", "C", "C", "C", "Ce", "Cl", "Cl", "Cl", "H", "H", "H", "H", "H", "H", "H", "H", "H", "H", "H", "H", "H", "H", "H", "O", "H", "F", "C", "C", "F", "C", "F", "C", "S", "C", "F", "C", "F"],
  "coordinates": [[1.048329, -1.406262, -2.000444], [-0.076526, -0.779351, -2.603990], [-1.251338, -1.220970, -1.932572], [-0.050350, 0.101608, -3.808617], [-0.855177, -2.113179, -0.884040], [0.567812, -2.240748, -0.933228], [1.401020, -3.128829, -0.094352], [2.439828, -1.313769, -2.519095], [-2.635129, -0.959016, -2.404528], [-1.779309, -2.887404, -0.018248], [0.220992, 0.208459, 0.022168], [0.122945, 2.398839, -1.300980], [2.793551, 0.460768, 0.340391], [-2.246642, 0.600788, 0.564714], [0.863623, 0.711987, -3.831555], [-0.874507, 0.829279, -3.775136], [-0.117252, -0.450599, -4.765875], [-2.808877, 0.107249, -2.581753], [-3.367799, -1.242168, -1.648444], [-2.855449, -1.498211, -3.340402], [-2.636437, -2.291631, 0.318099], [-1.253392, -3.252988, 0.867634], [-2.173049, -3.768068, -0.545585], [0.902279, -3.359405, 0.850761], [2.371811, -2.688316, 0.156392], [1.599418, -4.083195, -0.597618], [2.747637, -0.284108, -2.745988], [2.535493, -1.901244, -3.446014], [3.173970, -1.665303, -1.790519], [3.031988, -1.666498, 2.185417], [3.718165, -1.796011, 2.925589], [-0.868623, 6.084304, 3.296713], [-0.634552, 4.761512, 3.274552], [0.665827, 4.316945, 3.051957], [1.685323, 5.187188, 2.887231], [0.887628, 2.951077, 3.012116], [2.141560, 2.501204, 2.841089], [-0.150308, 2.003185, 3.187495], [0.169986, 0.351414, 3.013478], [-1.436991, 2.514789, 3.521912], [-2.427995, 1.672487, 3.882452], [-1.677873, 3.877927, 3.536955], [-2.911609, 4.356263, 3.831868]],
  "atomic_forces_ev_per_a": [[-0.8, -0.2, 0.4], [-0.2, -0.4, 0.5], [1.0, -0.4, 0.1], [0.0, 0.6, -0.2], [0.5, 0.5, -1.1], [-0.3, 0.5, -1.0], [0.4, -0.3, 0.4], [0.6, 0.1, -0.1], [-0.5, 0.4, 0.1], [-0.3, -0.2, 0.4], [1.1, -0.2, 0.9], [0.0, 0.4, -0.3], [-0.6, 0.1, -0.4], [-0.9, 0.2, 0.1], [-0.2, -0.2, 0.0], [0.1, -0.3, -0.1], [0.0, 0.0, 0.4], [0.1, -0.1, -0.1], [0.0, -0.1, 0.0], [0.1, 0.1, 0.2], [0.2, 0.0, 0.0], [-0.1, 0.0, 0.0], [0.1, 0.1, 0.0], [0.2, 0.1, 0.0], [-0.2, 0.1, 0.3], [-0.1, 0.0, -0.1], [-0.2, -0.1, 0.0], [0.1, 0.0, 0.1], [-0.2, -0.1, 0.0], [1.5, -0.8, 1.5], [-1.5, 0.4, -1.5], [-0.2, 0.4, 0.0], [0.2, 0.0, 0.1], [-0.3, -0.5, 0.0], [-0.4, -0.1, 0.0], [-0.1, -0.4, 0.1], [-0.5, 0.5, 0.0], [-0.7, 1.4, 0.1], [0.4, -1.4, -0.3], [0.8, -0.1, -0.1], [0.3, 0.5, -0.3], [0.2, -0.2, 0.0], [0.3, 0.0, -0.1]],
  "mulliken_charge": [0.681, 0.350, 0.792, -1.437, 0.603, 0.747, -1.548, -1.592, -1.771, -1.744, 0.620, -0.460, -0.347, -0.454, 0.301, 0.338, 0.299, 0.340, 0.369, 0.302, 0.347, 0.354, 0.278, 0.346, 0.409, 0.260, 0.342, 0.312, 0.358, -0.786, 0.015, -0.353, 0.518, 0.139, -0.320, 0.386, -0.330, 0.038, -0.304, 0.157, -0.385, 0.159, -0.327]
}